[1]
{"formula": "C24H63BF4N5O7Pd", "method": "ωB97M-V/def2-TZVPD", "species": ["Pd", "B", "F", "F", "F", "F", "C", "O", "C", "C", "N", "C", "C", "O", "C", "H", "H", "H", "H", "H", "H", "H", "H", "H", "H", "H", "H", "H", "H", "H", "C", "O", "C", "C", "N", "C", "C", "O", "C", "H", "H", "H", "H", "H", "H", "H", "H", "H", "H", "H", "H", "H", "H", "H", "C", "C", "C", "O", "C", "N", "H", "H", "H", "H", "H", "H", "H", "H", "H", "H", "H", "C", "C", "C", "O", "C", "N", "H", "H", "H", "H", "H", "H", "H", "H", "H", "H", "H", "C", "C", "C", "O", "C", "N", "H", "H", "H", "H", "H", "H", "H", "H", "H", "H", "H"], "positions_angstrom": [[-3.583, 0.343, -1.092], [-0.636, -1.564, -0.798], [-0.645, -2.002, -2.129], [0.458, -0.748, -0.575], [-1.832, -0.811, -0.497], [-0.697, -2.655, 0.070], [-1.915, 1.055, -3.819], [-2.369, 1.397, -2.483], [-1.860, 2.630, -1.953], [-2.624, 3.047, -0.686], [-2.764, 2.019, 0.355], [-1.474, 1.619, 0.961], [-1.111, 2.558, 2.096], [-2.231, 2.607, 2.988], [-1.864, 3.203, 4.213], [-2.824, 1.073, -4.422], [-1.504, 0.050, -3.793], [-1.243, 1.813, -4.211], [-1.996, 3.399, -2.720], [-0.772, 2.574, -1.850], [-3.600, 3.337, -1.090], [-2.225, 4.005, -0.339], [-3.303, 2.416, 1.125], [-0.657, 1.646, 0.239], [-1.521, 0.581, 1.286], [-0.960, 3.590, 1.760], [-0.247, 2.096, 2.579], [-0.851, 3.028, 4.595], [-2.519, 2.880, 5.020], [-1.885, 4.299, 4.162], [1.511, 8.054, -0.908], [1.431, 6.726, -1.363], [1.544, 5.767, -0.328], [1.602, 4.369, -0.982], [1.877, 3.412, 0.073], [1.955, 2.032, -0.396], [3.339, 1.723, -0.940], [4.261, 1.636, 0.115], [5.639, 1.639, -0.238], [0.614, 8.573, -1.271], [2.319, 8.681, -1.292], [1.482, 8.199, 0.175], [0.612, 5.791, 0.248], [2.390, 5.942, 0.342], [2.369, 4.405, -1.764], [0.598, 4.243, -1.393], [2.707, 3.722, 0.561], [1.330, 1.792, -1.263], [1.644, 1.298, 0.348], [3.646, 2.419, -1.730], [3.300, 0.749, -1.457], [6.129, 1.093, 0.567], [6.072, 2.645, -0.233], [5.723, 1.193, -1.232], [1.683, -4.989, -2.701], [2.764, -4.309, -1.817], [3.425, -3.191, -2.610], [4.197, -3.754, -3.657], [5.587, -3.669, -3.435], [2.116, -3.727, -0.629], [1.084, -5.711, -2.157], [2.188, -5.446, -3.559], [1.134, -4.177, -3.185], [3.486, -5.031, -1.434], [3.944, -2.499, -1.943], [2.609, -2.629, -3.077], [5.903, -4.232, -2.556], [5.991, -2.655, -3.503], [6.061, -4.141, -4.301], [1.538, -4.431, -0.183], [1.458, -2.990, -0.852], [1.825, -2.193, 4.793], [0.983, -2.268, 3.555], [-0.320, -1.428, 3.593], [-1.200, -1.809, 4.618], [-1.678, -3.136, 4.550], [1.751, -1.872, 2.370], [2.875, -2.464, 4.751], [1.328, -2.552, 5.698], [1.844, -1.117, 5.043], [0.610, -3.282, 3.340], [-0.803, -1.470, 2.609], [0.055, -0.421, 3.796], [-0.855, -3.844, 4.701], [-2.215, -3.306, 3.614], [-2.268, -3.326, 5.448], [1.094, -1.914, 1.601], [2.560, -2.433, 2.146], [-4.468, -3.943, -2.019], [-4.605, -2.524, -1.457], [-4.362, -2.374, 0.024], [-4.323, -0.998, 0.461], [-4.494, -0.853, 1.863], [-3.685, -1.649, -2.263], [-3.469, -4.349, -1.866], [-4.767, -4.005, -3.065], [-5.167, -4.621, -1.519], [-5.564, -2.051, -1.694], [-3.488, -2.910, 0.399], [-5.286, -2.762, 0.467], [-4.275, 0.187, 2.125], [-3.657, -1.345, 2.369], [-5.501, -1.079, 2.207], [-3.753, -1.943, -3.235], [-2.731, -1.955, -2.057]], "e_tot_ha": -2304.66078, "homo_ev": [-10.2, -10.2], "total_charge": 1, "lumo_energy_ev": [-3.1232, -5.8868], "largest_force_ev_per_a": 2.455, "multiplicity": 3, "e_above_lowest_kj_mol": 228.53, "homo_lumo_gap_ha": [0.259, 0.158]}

[2]
{"formula": "C3H9OP", "method": "ωB97M-V/def2-TZVPD", "species": ["C", "C", "C", "O", "P", "H", "H", "H", "H", "H", "H", "H", "H", "H"], "positions_angstrom": [[0.832, -0.532, -0.992], [-0.091, -0.332, 1.313], [-0.412, -0.284, -0.097], [-1.635, -0.767, -0.421], [-0.514, 1.391, 2.013], [0.664, -0.857, -1.944], [1.653, -1.104, -0.409], [1.417, 0.464, -1.244], [0.980, -0.550, 1.679], [-0.652, -1.017, 1.834], [-0.719, 1.728, -0.218], [-2.022, -0.342, -1.250], [0.788, 1.736, 1.960], [-0.448, 1.076, 3.542]], "e_tot_ha": -536.10510, "homo_ev": [-7.7, -7.7], "total_charge": 0, "lumo_energy_ev": [0.1730, 0.1724], "largest_force_ev_per_a": 4.681, "e_above_lowest_kj_mol": 523.43, "homo_lumo_gap_ha": [0.290, 0.290]}

[3]
{"formula": "C6H10O", "method": "ωB97M-V/def2-TZVPD", "species": ["O", "C", "C", "C", "C", "C", "C", "H", "H", "H", "H", "H", "H", "H", "H", "H", "H"], "positions_angstrom": [[2.427, -0.921, -0.028], [1.163, -0.327, -0.274], [-0.002, -1.237, 0.125], [-1.357, -0.514, 0.215], [-1.277, 0.852, -0.485], [-0.168, 1.669, 0.153], [1.008, 1.055, 0.299], [2.351, -1.472, 0.759], [1.107, -0.238, -1.371], [0.227, -1.698, 1.088], [-0.021, -2.045, -0.606], [-1.593, -0.307, 1.263], [-2.162, -1.143, -0.193], [-1.134, 0.679, -1.561], [-2.228, 1.376, -0.428], [-0.348, 2.682, 0.519], [1.879, 1.502, 0.764]], "e_tot_ha": -309.83090, "homo_ev": -9.4, "total_charge": 0, "lumo_energy_ev": 1.0563, "largest_force_ev_per_a": 0.579, "e_above_lowest_kj_mol": 30.11, "smiles": "O[C@@H]1C=CCCC1", "homo_lumo_gap_ha": 0.383}

[4]
{"formula": "C5H7N3O", "method": "ωB97M-V/def2-TZVPD", "species": ["C", "C", "C", "C", "C", "N", "N", "N", "O", "H", "H", "H", "H", "H", "H", "H"], "positions_angstrom": [[-0.778, 0.552, -2.387], [-1.133, 1.671, -1.665], [-0.256, 0.196, -0.432], [0.679, 0.165, 2.145], [1.050, -1.995, 0.831], [-0.278, -0.424, -1.579], [-0.743, 1.467, -0.390], [0.461, -0.736, 1.179], [1.184, 0.031, 3.212], [-1.175, 0.428, -3.365], [-1.756, 2.437, -2.013], [0.032, 1.097, 1.931], [0.276, -2.797, 0.375], [1.979, -1.892, 0.105], [1.162, -2.432, 1.829], [-0.706, 2.232, 0.224]], "e_tot_ha": -434.10762, "homo_ev": -9.2, "total_charge": 0, "lumo_energy_ev": 0.4676, "largest_force_ev_per_a": 6.457, "e_above_lowest_kj_mol": 358.87, "homo_lumo_gap_ha": 0.355}

[5]
{"formula": "C5H7FeO4", "method": "ωB97M-V/def2-TZVPD", "species": ["H", "Fe", "O", "O", "C", "C", "O", "C", "H", "H", "H", "H", "H", "O", "C", "C", "H"], "positions_angstrom": [[-0.421, 0.886, 2.900], [-2.552, -0.045, 0.845], [-1.780, -0.614, 2.456], [0.512, -0.717, 2.165], [0.629, -1.595, 1.078], [1.106, -0.821, -0.147], [-0.822, 0.662, 0.867], [-0.662, 0.113, 2.142], [1.336, -2.383, 1.373], [-0.336, -2.091, 0.871], [0.336, -0.408, -0.804], [1.915, -0.116, 0.079], [2.414, -1.298, -1.977], [0.458, -3.598, -2.232], [1.968, -1.877, -1.153], [1.184, -2.888, -1.751], [2.771, -2.387, -0.595]], "e_tot_ha": -1759.00515, "homo_ev": [-12.7, -13.1], "total_charge": 1, "lumo_energy_ev": [-4.9771, -4.9782], "largest_force_ev_per_a": 2.579, "multiplicity": 5, "e_above_lowest_kj_mol": 20.66, "homo_lumo_gap_ha": [0.285, 0.297]}

What did the fifth record say?
{"formula": "C5H7FeO4", "method": "ωB97M-V/def2-TZVPD", "species": ["H", "Fe", "O", "O", "C", "C", "O", "C", "H", "H", "H", "H", "H", "O", "C", "C", "H"], "positions_angstrom": [[-0.421, 0.886, 2.900], [-2.552, -0.045, 0.845], [-1.780, -0.614, 2.456], [0.512, -0.717, 2.165], [0.629, -1.595, 1.078], [1.106, -0.821, -0.147], [-0.822, 0.662, 0.867], [-0.662, 0.113, 2.142], [1.336, -2.383, 1.373], [-0.336, -2.091, 0.871], [0.336, -0.408, -0.804], [1.915, -0.116, 0.079], [2.414, -1.298, -1.977], [0.458, -3.598, -2.232], [1.968, -1.877, -1.153], [1.184, -2.888, -1.751], [2.771, -2.387, -0.595]], "e_tot_ha": -1759.00515, "homo_ev": [-12.7, -13.1], "total_charge": 1, "lumo_energy_ev": [-4.9771, -4.9782], "largest_force_ev_per_a": 2.579, "multiplicity": 5, "e_above_lowest_kj_mol": 20.66, "homo_lumo_gap_ha": [0.285, 0.297]}